The following is a quantum chemistry calculation of a molecular structure, C42H64O30S8 in a non-equilibrium geometry, from OMol25.

The geometry in XYZ format:
```
144
Properties=species:S:1:pos:R:3:forces:R:3
C -1.481097 2.946385 -5.393166 0.3 -0.7 -2.1
C -1.057234 2.406969 -6.787865 -0.1 3.0 0.8
O -1.593265 1.120030 -6.782379 0.3 -1.7 0.3
S -1.447101 0.434032 -5.299717 -0.3 -0.3 0.6
O -0.314473 -0.432227 -5.161201 -0.6 1.0 -0.6
O -2.709755 -0.114529 -4.876545 0.8 1.0 -0.8
O -1.148106 1.850078 -4.562352 0.0 -1.1 0.6
H -2.563947 3.051411 -5.476573 0.0 0.5 0.7
H -0.890484 3.822463 -5.150700 -0.3 0.0 0.5
H 0.008307 2.606705 -6.935129 0.2 -1.3 0.1
H -1.520313 3.068874 -7.522886 -0.5 -0.7 -0.3
C 2.839024 -1.298620 4.355726 0.3 1.0 0.3
C 1.508880 -0.601660 4.177199 -0.2 -0.3 0.6
O 0.615920 -1.710179 4.023020 -0.3 -1.5 0.9
S 1.002415 -2.875576 5.122790 0.0 0.7 -0.6
O 0.905470 -4.146518 4.451855 0.5 1.1 0.4
O 0.314936 -2.717034 6.369434 0.7 0.2 -0.9
O 2.546554 -2.338480 5.302646 -1.4 -1.2 -0.2
H 3.541532 -0.668736 4.898095 0.2 0.1 -0.4
H 3.239789 -1.660762 3.408772 0.1 -0.3 0.1
H 1.362702 0.026388 3.306309 0.3 0.0 0.0
H 1.245900 -0.093423 5.108951 0.0 0.3 -0.2
C 1.354087 -3.842880 1.335368 0.9 -0.7 0.6
C 2.543669 -4.699000 1.880164 -0.2 0.3 0.9
O 3.489913 -4.763541 0.823024 1.3 0.6 -1.0
S 3.375884 -3.433466 -0.125576 -1.2 -0.5 1.4
O 3.784748 -3.726558 -1.463825 -0.5 -0.1 1.0
O 3.857341 -2.243327 0.516864 0.1 -0.9 -0.2
O 1.785157 -3.472093 0.050098 0.3 1.0 -2.1
H 1.219321 -2.955574 1.948408 -0.3 -0.1 0.0
H 0.462202 -4.442196 1.175041 -0.1 0.2 0.2
H 2.279573 -5.702037 2.210979 -0.1 -0.1 -0.6
H 3.009697 -4.272512 2.771915 0.0 0.4 -0.2
C -0.378510 7.397703 2.490857 -0.2 0.5 0.1
C -0.635469 8.025991 1.123468 0.5 0.9 0.1
O 0.311758 7.458120 0.219819 0.8 -1.1 0.0
S 1.288384 6.375061 0.961008 -0.4 0.9 -0.1
O 2.465890 7.017004 1.471033 -0.9 -0.4 -0.6
O 1.389303 5.207641 0.137701 -0.2 0.9 0.9
O 0.265164 6.173908 2.187373 0.3 -1.3 -0.2
H -1.343652 7.228555 2.964721 0.2 -0.5 0.2
H 0.258242 7.960359 3.174976 0.0 0.2 -0.3
H -0.419748 9.093956 1.107103 -0.4 0.0 0.2
H -1.659161 7.826209 0.813703 0.2 -0.1 -0.4
C 2.564479 -0.397781 -3.807450 -0.9 -1.7 -0.6
C 4.002418 -0.118105 -3.460243 -0.6 -0.4 0.4
O 4.315561 0.939329 -4.362933 0.6 1.3 -0.9
S 3.051341 1.776058 -4.942431 -0.2 -0.5 0.5
O 2.955276 1.659329 -6.373032 0.4 -0.1 1.2
O 2.933587 3.094397 -4.378035 0.3 -1.1 -0.2
O 1.989873 0.826761 -4.224368 -0.2 1.1 -0.1
H 1.903577 -0.847676 -3.069182 0.3 0.5 0.5
H 2.498414 -1.121606 -4.628049 0.2 0.3 -0.3
H 4.604522 -1.000003 -3.670780 0.2 0.2 -0.3
H 4.160088 0.136711 -2.411492 0.0 0.5 -0.2
C 3.796899 3.531012 -1.198007 -0.2 1.1 0.3
C 4.737810 4.781694 -1.088303 -1.8 -1.0 -0.4
O 5.981093 4.155689 -0.864035 1.8 0.0 0.0
S 6.116208 2.987716 -1.979068 -0.4 -0.1 0.8
O 7.053429 1.971149 -1.589464 -1.0 1.3 -0.3
O 6.166191 3.596705 -3.271431 0.1 -0.4 0.5
O 4.635753 2.480245 -1.641175 0.4 -1.1 -0.8
H 2.942702 3.664367 -1.859870 0.2 0.0 -0.2
H 3.425172 3.289021 -0.201559 0.1 -0.2 0.0
H 4.355469 5.342436 -0.239863 0.8 0.3 0.1
H 4.764144 5.361275 -2.010860 0.0 0.1 0.1
O 4.394484 2.042707 3.976252 -1.7 0.6 0.0
S 3.468463 3.153750 4.058729 1.5 0.2 1.3
O 3.429053 4.125981 3.005243 -0.8 -0.5 -0.2
O 1.986845 2.594647 4.467564 1.5 0.1 -0.1
C 0.908056 3.536081 4.375254 -0.6 0.5 -1.5
C -0.381279 2.795233 4.602430 -0.1 -0.6 0.7
C 3.871254 4.074886 5.554077 -0.7 -0.2 -0.7
H 0.930629 3.881640 3.335700 -0.2 0.1 0.1
H 1.000714 4.449365 4.970006 0.4 -0.4 0.5
H -1.241446 3.464486 4.606188 0.1 0.1 -0.6
H -0.467678 2.301267 5.575392 0.5 0.1 0.1
H -0.454479 1.989139 3.871744 -0.4 0.2 -0.2
H 4.715378 4.714427 5.315268 0.2 -0.3 0.1
H 4.018536 3.356642 6.353650 0.2 0.1 0.1
H 3.016568 4.721474 5.746602 0.0 0.0 0.2
O 0.059481 -4.052538 -2.775018 -1.0 -1.1 0.4
S -0.033813 -5.414772 -2.310610 0.4 -1.4 -1.4
O 0.058121 -5.755917 -0.924335 0.3 0.4 0.4
O -1.396082 -6.178127 -2.827524 0.9 1.9 -0.1
C -1.593151 -7.536591 -2.401440 -0.2 -0.3 -0.4
C -2.361809 -7.658072 -1.116373 -0.5 0.1 1.1
C 1.198122 -6.374813 -3.275638 -0.5 1.1 1.3
H -0.628363 -8.045154 -2.391896 -0.1 -0.1 0.2
H -2.188880 -7.953646 -3.215179 0.2 -0.1 0.0
H -3.444275 -7.573550 -1.230461 0.1 0.1 -0.4
H -2.093788 -6.892498 -0.387479 0.3 0.0 -0.2
H -2.216325 -8.614024 -0.608615 0.3 -0.1 -0.3
H 1.348709 -7.298905 -2.726502 -0.1 -0.3 -0.5
H 2.123585 -5.804847 -3.214438 0.0 0.1 -0.1
H 0.798025 -6.413857 -4.282163 0.2 -0.3 -0.1
C -3.449717 1.743938 -1.068119 -0.7 -0.1 -1.2
C -4.693886 1.570683 -1.653976 -1.5 0.8 1.3
C -5.828457 1.678716 -0.816594 -0.1 0.0 0.3
C -5.688682 1.948127 0.534152 0.8 -0.5 0.4
C -4.415279 1.960607 1.112843 -0.5 0.9 0.2
C -3.309085 1.902776 0.312917 1.2 -0.4 -1.3
H -2.665316 1.796294 -1.815493 0.6 -0.1 0.7
H -4.870278 1.547743 -2.719977 0.4 -0.4 -0.1
H -6.861694 1.571425 -1.126637 0.2 0.1 -0.7
H -6.518039 2.126341 1.206226 -0.3 -0.2 -0.3
H -4.313499 2.182340 2.168498 0.0 -0.2 0.0
H -2.277047 1.944837 0.643336 -0.2 0.1 0.5
C -5.510294 -3.993026 -0.666547 0.2 1.0 0.3
C -6.106432 -2.849939 -1.215022 0.4 -1.0 0.8
C -5.313187 -1.941465 -1.889990 -0.3 0.4 -0.8
C -3.943415 -2.120297 -1.998975 0.4 -0.6 -0.1
C -3.337438 -3.229316 -1.413658 -0.5 0.1 -0.2
C -4.132363 -4.163612 -0.764274 -0.1 -0.4 0.2
H -6.121202 -4.617730 -0.028350 0.1 -0.4 -0.2
H -7.162175 -2.756409 -0.997316 -0.1 0.5 -0.5
H -5.765019 -1.127091 -2.444565 0.0 0.2 0.3
H -3.320899 -1.484563 -2.615762 -0.2 0.3 0.1
H -2.269478 -3.365013 -1.507139 0.1 -0.1 0.0
H -3.684725 -5.042808 -0.316195 0.1 0.1 0.0
C -2.516536 -2.745424 4.090764 -0.2 -0.5 0.9
C -3.182684 -1.531353 4.177083 -0.2 -0.6 -1.0
C -3.404313 -0.813609 2.986951 0.2 -0.1 1.9
C -2.811749 -1.266499 1.842402 0.0 -0.2 -1.2
C -2.103266 -2.468510 1.798148 1.1 0.0 0.0
C -1.906492 -3.230207 2.934222 -0.9 0.9 0.6
H -2.559869 -3.406543 4.951598 0.5 0.2 0.2
H -3.601402 -1.219099 5.123783 -0.1 0.0 0.0
H -4.036042 0.059233 3.077668 0.2 0.2 -0.5
H -2.886352 -0.694663 0.924391 -0.1 -0.1 0.0
H -1.555232 -2.727554 0.900261 -0.3 0.0 -0.2
H -1.299275 -4.116902 3.046852 -0.1 -0.1 -0.5
C 0.153920 1.175840 -1.621851 -0.7 -0.5 -0.6
C -0.176131 -0.182839 -1.726286 0.5 -0.3 0.5
C -0.023288 -0.983456 -0.610679 0.1 0.2 0.0
C 0.267918 -0.430302 0.632744 -0.1 -0.4 0.2
C 0.487885 0.929391 0.763040 0.0 -0.2 -0.3
C 0.459158 1.707715 -0.389447 0.4 0.6 0.1
H 0.140269 1.835400 -2.478659 0.0 -0.1 -0.1
H -0.451277 -0.791123 -2.580917 0.1 0.9 -0.6
H -0.051382 -2.047264 -0.810982 -0.3 -0.1 0.5
H 0.280513 -1.092376 1.490050 0.1 0.1 0.1
H 0.714816 1.369534 1.726022 0.0 0.1 0.0
H 0.730317 2.758058 -0.371848 -0.1 0.0 0.3
```
Forces are in eV/Å.

The charge is 0. The calculation puts the HOMO-LUMO gap at 8.6 eV. The value obtained for the total energy is -7081.25922 hartree. The lowest unoccupied orbital energy comes out at -0.004 hartree.

Results of the Mulliken charge analysis, in e, for atoms 1 through 8: -0.487, -0.429, -0.345, 1.033, -0.458, -0.551, -0.192, 0.279


The following is a quantum chemistry calculation of a molecular structure, C26H26CaS5Sb2Te in a non-equilibrium geometry, from OMol25.

The geometry in XYZ format:
```
61
Properties=species:S:1:pos:R:3:forces:R:3
Ca 12.255205 11.016448 15.300618 0.2 0.2 0.3
S 14.169475 9.282045 18.318228 0.2 -0.1 0.1
Sb 13.728339 11.535222 18.184712 0.0 0.0 0.1
S 11.374978 11.405378 17.796894 -0.4 0.4 0.0
S 14.568503 12.140211 16.007126 -0.2 0.2 0.1
S 14.191444 13.070062 19.840985 0.0 -0.3 -0.3
S 11.768846 11.198680 12.557596 -0.2 0.0 -0.2
Sb 10.658855 13.193849 12.180554 -0.1 0.5 0.0
C 11.161747 13.472129 9.978411 -0.4 0.1 0.3
C 12.511409 13.551603 9.671910 0.3 0.0 -0.8
C 12.973775 13.642801 8.349345 -1.3 0.0 0.6
C 12.027141 13.687593 7.324370 0.8 0.1 -0.1
C 10.678940 13.664362 7.615496 -0.1 -0.1 0.0
C 10.247964 13.556990 8.926192 -0.2 -0.2 0.5
C 8.553810 12.871319 11.522751 0.0 0.5 -0.1
C 7.626627 13.888584 11.213438 0.4 -0.7 0.4
C 6.328301 13.572048 10.846191 0.0 0.0 0.1
C 5.916882 12.245919 10.793652 -0.1 -0.2 -0.3
C 6.828037 11.225544 11.063796 -0.3 1.1 0.2
C 8.137049 11.554780 11.423822 -0.2 -0.6 -0.1
C 12.013482 14.891058 12.552656 -0.6 -0.3 -0.5
C 13.258640 14.669901 13.093972 0.4 0.2 0.2
C 14.052441 15.743636 13.483369 0.0 0.2 0.4
C 13.608441 17.044089 13.290715 -0.3 0.0 -0.2
C 12.365337 17.281592 12.699958 0.4 -1.0 0.5
C 11.570272 16.195603 12.360947 0.2 0.1 0.2
H 13.232027 13.524505 10.464334 0.4 0.0 0.4
H 14.023696 13.689335 8.154597 0.5 0.0 -0.2
H 12.352609 13.747778 6.291058 0.0 0.0 0.0
H 9.955009 13.683529 6.814182 -0.1 0.1 -0.1
H 9.178482 13.500941 9.127324 0.2 0.0 0.0
H 7.900035 14.921306 11.335272 0.2 0.3 -0.1
H 5.603192 14.352930 10.636641 0.1 0.0 0.0
H 4.876694 12.046489 10.509529 0.4 -0.2 0.2
H 6.482059 10.214289 11.064226 0.0 -0.6 -0.1
H 8.821633 10.737505 11.642478 0.1 0.2 0.0
H 13.595960 13.674520 13.323840 0.1 -0.4 0.0
H 14.948737 15.558300 14.070093 0.0 0.0 -0.3
H 14.176425 17.883780 13.661486 0.2 0.1 0.0
H 11.980295 18.271448 12.638486 -0.2 0.7 -0.2
H 10.563003 16.385787 12.040933 -0.4 0.0 -0.3
C 10.158976 7.305263 14.638272 0.4 -0.1 -0.8
Te 10.512505 8.527164 16.351515 -0.3 0.3 0.0
C 8.765637 9.714836 15.868143 1.0 0.1 0.3
H 9.193760 6.824764 14.630435 -0.4 -0.1 0.1
H 10.932444 6.534774 14.570744 -0.1 0.0 0.2
H 10.261776 7.913338 13.726679 -0.1 -0.1 0.3
H 8.893967 10.098272 14.878198 0.2 0.3 -0.7
H 8.745605 10.541933 16.559843 0.0 0.2 0.3
H 7.847397 9.182187 15.897927 -0.7 -0.8 0.2
C 8.886262 14.359795 16.805022 0.1 -0.2 0.4
C 10.232381 14.522341 16.481912 -0.4 -0.6 0.0
C 10.725986 14.144491 15.234751 -0.4 0.3 -0.1
C 9.873948 13.635712 14.242929 0.0 0.0 0.5
C 8.544516 13.430826 14.628759 0.1 -0.3 -1.0
C 8.038247 13.795187 15.864995 0.2 0.0 -0.1
H 8.532832 14.533679 17.832369 0.2 0.2 -0.6
H 10.918435 14.806403 17.250429 0.4 0.3 0.3
H 11.784471 14.266738 15.058556 0.1 0.0 0.0
H 7.905039 12.930926 13.904217 -0.2 0.2 0.2
H 6.995224 13.607689 16.068982 -0.1 0.0 0.2
```
Forces are in eV/Å.

The charge is -2. The calculation puts the HOMO-LUMO gap at 5.3 eV. The value obtained for the total energy is -4423.55309 hartree. The lowest unoccupied orbital energy comes out at 0.136 hartree.

Results of the Mulliken charge analysis, in e, for atoms 1 through 8: 0.591, -0.709, 0.924, -0.775, -0.763, -0.742, -0.706, 1.630


The following is a quantum chemistry calculation of 2 unconnected molecules or ions with the total composition C4H7O3 in a non-equilibrium geometry, from OMol25.

The geometry in XYZ format:
```
14
Properties=species:S:1:pos:R:3:forces:R:3
C 1.173776 -1.845689 0.945461 -1.7 -0.5 -0.8
C 1.146790 -0.361049 1.184325 -0.4 0.2 -1.2
C 0.777929 0.384359 0.127340 -0.2 1.4 0.3
O 0.560722 1.739916 0.150131 -0.7 -0.7 -0.8
H 0.958532 -2.404541 1.854504 0.1 -0.1 0.1
H 0.368153 -2.195693 0.170625 1.5 0.8 1.3
H 2.129179 -2.140704 0.577524 0.9 -0.7 -0.3
H 1.408780 0.048190 2.162246 -0.3 0.0 -0.3
H 0.588354 -0.017060 -0.877775 -0.1 -0.4 0.7
H -0.246080 1.921917 -0.508308 1.0 0.0 1.1
O -1.659398 0.091155 -1.429787 -0.6 1.2 -0.3
C -2.214168 1.224853 -1.456922 0.8 -1.2 0.4
O -1.718522 2.336708 -1.129217 0.1 -0.3 -0.2
H -3.274041 1.217643 -1.770146 -0.3 0.2 -0.1
```
Forces are in eV/Å.

The charge is -1. The calculation puts the HOMO-LUMO gap at 8.4 eV. The value obtained for the total energy is -382.37143 hartree. The lowest unoccupied orbital energy comes out at 0.153 hartree.

Results of the Mulliken charge analysis, in e, for atoms 1 through 8: -0.986, -0.076, -0.286, -0.626, 0.310, 0.224, 0.245, 0.388


- Among the records above, which one has the lowest HOMO-LUMO gap?
  C26H26CaS5Sb2Te


- Which of these has the highest lowest unoccupied orbital energy?
  C4H7O3


- The lowest charge belongs to which entry?
  C26H26CaS5Sb2Te